1.
This record from the Open Molecules 2025 dataset describes C40H47CuN4O2PS3 as an isolated structure. The level of theory is the ωB97M-V functional and the def2-TZVPD basis.

Results
HOMO = -9.82 eV
Net charge = +1
E_tot = -138729.0046 eV
Relative energy (zero: lowest compared OMol25 entry of this formula, charge and spin) = 0.000 eV

The geometry in XYZ format:
```
98
Properties=species:S:1:pos:R:3:lowdin_charge:R:1
Cu 0.14 0.62 -0.11 0.063
C 2.67 1.28 -2.71 -0.061
C 1.59 0.90 -3.72 -0.369
C 0.91 2.15 -4.29 -0.050
C 0.58 -0.08 -3.11 -0.288
C -0.42 -0.65 -4.11 -0.081
O -1.66 0.02 -3.77 0.002
C -1.46 0.64 -2.60 -0.329
N -0.28 0.60 -2.12 0.093
C -2.65 1.37 -2.09 -0.103
C -3.52 1.83 -3.09 -0.005
C -4.63 2.59 -2.77 -0.053
C -4.90 2.90 -1.45 -0.055
C -4.05 2.44 -0.46 -0.089
C -2.93 1.67 -0.75 -0.260
P -1.89 1.05 0.63 1.081
C -2.87 -0.34 1.31 -0.368
C -2.17 -1.26 2.09 -0.117
C -2.83 -2.32 2.70 -0.069
C -4.20 -2.48 2.52 -0.080
C -4.90 -1.58 1.73 -0.089
C -4.24 -0.51 1.12 -0.083
C -2.13 2.36 1.89 -0.351
C -1.58 3.61 1.61 -0.109
C -1.72 4.65 2.51 -0.086
C -2.39 4.45 3.71 -0.078
C -2.92 3.21 4.00 -0.073
C -2.80 2.16 3.09 -0.075
H 3.38 1.98 -3.14 0.089
H 3.22 0.39 -2.39 0.053
H 2.21 1.75 -1.84 0.051
H 2.06 0.35 -4.55 0.142
H 0.51 2.76 -3.48 0.087
H 0.09 1.90 -4.96 0.079
H 1.63 2.75 -4.85 0.084
H 1.12 -0.89 -2.60 0.102
H -0.58 -1.72 -3.98 0.106
H -0.19 -0.42 -5.15 0.129
H -3.31 1.59 -4.12 0.121
H -5.28 2.94 -3.57 0.112
H -5.76 3.50 -1.19 0.112
H -4.27 2.69 0.57 0.111
H -1.10 -1.15 2.21 0.087
H -2.28 -3.02 3.31 0.106
H -4.72 -3.30 2.99 0.108
H -5.97 -1.69 1.58 0.109
H -4.79 0.18 0.51 0.101
H -1.03 3.76 0.68 0.101
H -1.31 5.63 2.27 0.108
H -2.50 5.27 4.41 0.106
H -3.44 3.04 4.93 0.107
H -3.23 1.20 3.32 0.102
N 1.59 -0.46 0.76 -0.358
S 2.66 -1.42 0.08 1.023
C 4.31 -0.83 0.50 -0.422
C 4.62 -0.50 1.81 -0.079
C 5.87 0.01 2.10 -0.064
C 6.80 0.20 1.08 -0.064
C 6.48 -0.14 -0.23 -0.061
C 5.22 -0.65 -0.52 -0.098
C 2.68 -2.96 1.01 -0.379
C 3.81 -3.76 1.02 -0.073
C 3.76 -4.97 1.70 -0.065
C 2.60 -5.36 2.35 -0.069
C 1.47 -4.55 2.32 -0.062
C 1.50 -3.34 1.64 -0.104
H 1.70 -0.43 1.77 0.018
H 3.90 -0.66 2.61 0.120
H 6.13 0.27 3.12 0.113
H 7.78 0.60 1.31 0.111
H 7.20 0.01 -1.02 0.113
H 4.96 -0.91 -1.54 0.107
H 4.72 -3.45 0.53 0.112
H 4.64 -5.60 1.73 0.111
H 2.57 -6.31 2.88 0.109
H 0.57 -4.87 2.81 0.108
H 0.62 -2.72 1.57 0.056
C -4.42 -4.07 -1.16 -0.067
N -3.23 -3.30 -0.89 -0.038
C -2.02 -3.54 -1.41 -0.871
N -1.91 -4.60 -2.23 0.108
S -0.70 -2.55 -1.05 0.697
H -5.25 -3.61 -0.62 0.082
H -4.32 -5.10 -0.80 0.091
H -4.67 -4.08 -2.22 0.092
H -3.29 -2.49 -0.29 0.080
H -2.66 -5.26 -2.36 0.090
H -0.99 -4.84 -2.55 0.093
C 2.12 4.38 1.97 -0.240
S 2.21 2.72 1.29 0.837
C 3.83 2.87 0.54 -0.239
O 1.23 2.70 0.15 -0.575
H 2.21 5.10 1.16 0.069
H 2.91 4.51 2.71 0.062
H 1.14 4.47 2.45 0.034
H 4.57 3.05 1.32 0.062
H 3.81 3.69 -0.17 0.070
H 4.04 1.93 0.04 0.030
```


2.
This record from the Open Molecules 2025 dataset describes C20H19BF4NO2PY as an isolated structure in a non-equilibrium geometry. The level of theory is the ωB97M-V functional and the def2-TZVPD basis.

Results
HOMO = -12.06 eV
Net charge = +1
E_tot = -48517.3843 eV
Relative energy (zero: lowest compared OMol25 entry of this formula, charge and spin) = 0.360 eV

The geometry in XYZ format:
```
49
Properties=species:S:1:pos:R:3:lowdin_charge:R:1
Y 2.05 -1.34 0.40 1.548
N 0.68 -2.54 -1.28 0.008
C -0.72 -2.12 -1.40 -0.290
C -1.66 -3.03 -1.84 -0.018
C -2.96 -2.63 -2.06 -0.043
C -3.32 -1.30 -1.86 -0.048
C -2.38 -0.40 -1.40 -0.081
C -1.07 -0.80 -1.13 -0.298
P 0.16 0.36 -0.42 1.050
C 0.20 1.79 -1.53 -0.355
C -0.51 2.96 -1.30 -0.076
C -0.46 3.99 -2.23 -0.059
C 0.30 3.86 -3.38 -0.060
C 1.02 2.70 -3.62 -0.062
C 0.97 1.67 -2.69 -0.094
C -0.56 0.91 1.16 -0.385
C -1.80 0.51 1.63 -0.075
C -2.25 0.94 2.87 -0.059
C -1.46 1.78 3.65 -0.059
C -0.21 2.17 3.19 -0.054
C 0.24 1.73 1.96 -0.107
H 0.70 -3.54 -1.09 0.106
H 1.12 -2.43 -2.19 0.116
H -1.36 -4.06 -2.05 0.125
H -3.70 -3.34 -2.41 0.119
H -4.34 -0.97 -2.05 0.118
H -2.65 0.64 -1.24 0.120
H -1.10 3.07 -0.40 0.109
H -1.02 4.90 -2.04 0.113
H 0.33 4.67 -4.10 0.114
H 1.62 2.60 -4.51 0.114
H 1.55 0.77 -2.87 0.101
H -2.43 -0.15 1.05 0.095
H -3.22 0.63 3.24 0.113
H -1.82 2.12 4.61 0.114
H 0.42 2.82 3.79 0.116
H 1.23 2.03 1.62 0.116
F 5.66 -0.39 -0.67 0.275
B 4.42 -0.66 -0.29 -1.150
F 3.54 -1.22 -1.32 0.019
F 3.63 0.42 0.22 0.074
F 4.28 -1.67 0.75 0.063
C 0.77 -2.70 3.91 0.039
C 1.27 -2.22 2.61 -0.595
O 1.75 -1.03 2.48 -0.109
O 1.22 -2.97 1.56 -0.120
H 1.03 -2.02 4.71 0.100
H 1.17 -3.70 4.10 0.105
H -0.32 -2.79 3.85 0.108
```


3.
This record from the Open Molecules 2025 dataset describes C27H29Br2MnN4O4S2 as an isolated structure. The level of theory is the ωB97M-V functional and the def2-TZVPD basis.

Results
HOMO (spin up / spin down) = -4.82 / -4.92 eV
Multiplicity = 6
Net charge = -1
E_tot = -235703.0118 eV
Relative energy (zero: lowest compared OMol25 entry of this formula, charge and spin) = 0.000 eV

The geometry in XYZ format:
```
69
Properties=species:S:1:pos:R:3:lowdin_charge:R:1
Mn -0.22 -0.30 0.04 0.711
C 2.97 0.62 -2.30 -0.037
C 3.40 0.41 -0.89 -0.310
C 4.78 0.44 -0.57 -0.021
C 5.19 0.28 0.72 -0.038
C 4.23 0.08 1.73 -0.200
C 4.54 -0.10 3.10 -0.638
Br 6.36 -0.08 3.69 0.714
C 3.56 -0.30 4.02 -0.192
C 2.22 -0.32 3.62 -0.610
Br 0.87 -0.60 4.92 0.749
C 1.81 -0.15 2.30 -0.434
O 0.59 -0.18 1.93 -0.187
C 2.88 0.05 1.33 -0.140
N 2.49 0.21 0.04 0.161
H 3.78 0.41 -3.00 0.076
H 2.67 1.67 -2.45 0.083
H 2.10 0.01 -2.54 0.021
H 5.50 0.59 -1.36 0.107
H 6.25 0.30 0.97 0.072
H 3.80 -0.44 5.07 0.089
C -1.08 2.29 2.11 -0.019
C -0.67 2.83 0.77 -0.288
C -0.44 4.22 0.63 -0.020
C -0.08 4.72 -0.58 -0.015
C 0.02 3.86 -1.70 -0.170
C 0.34 4.34 -2.99 -0.067
C 0.37 3.47 -4.04 -0.100
C 0.09 2.11 -3.85 -0.141
C -0.20 1.58 -2.60 -0.629
S -0.53 -0.13 -2.43 0.619
C -0.23 2.49 -1.49 -0.219
N -0.52 2.00 -0.24 0.103
H -1.68 3.03 2.64 0.083
H -0.20 2.06 2.72 0.080
H -1.65 1.37 2.00 0.062
H -0.56 4.86 1.49 0.109
H 0.11 5.78 -0.71 0.113
H 0.54 5.40 -3.12 0.101
H 0.60 3.83 -5.03 0.096
H 0.11 1.43 -4.69 0.093
C -3.97 -0.25 -0.99 -0.163
S -3.57 -1.01 0.56 0.394
O -3.63 -2.45 0.35 -0.363
O -4.50 -0.48 1.54 -0.345
O -2.17 -0.57 0.84 -0.442
H -3.42 -0.76 -1.78 0.029
H -3.66 0.79 -0.95 0.057
H -5.04 -0.34 -1.13 0.057
C -0.69 -3.23 -1.04 -0.165
C -0.49 -4.76 -1.03 -0.149
N 0.45 -5.15 0.02 -0.165
C -0.09 -4.69 1.31 -0.145
C -0.23 -3.15 1.32 -0.131
N 0.16 -2.60 0.00 -0.206
C 1.56 -2.96 -0.26 -0.145
C 1.73 -4.50 -0.22 -0.156
H -1.73 -2.97 -0.82 0.091
H -0.42 -2.79 -2.00 0.068
H -0.08 -5.11 -1.99 0.111
H -1.43 -5.28 -0.87 0.116
H 0.59 -5.03 2.10 0.112
H -1.05 -5.17 1.46 0.116
H 0.40 -2.69 2.07 0.107
H -1.26 -2.84 1.52 0.104
H 2.18 -2.47 0.49 0.107
H 1.83 -2.54 -1.23 0.114
H 2.42 -4.79 0.58 0.112
H 2.14 -4.87 -1.16 0.110
```


4.
This record from the Open Molecules 2025 dataset describes a 2-piece molecular cluster, C3H10N3O2 overall in a non-equilibrium geometry. The level of theory is the ωB97M-V functional and the def2-TZVPD basis.

Results
HOMO = -14.27 eV
Net charge = +1
E_tot = -11831.9272 eV
Relative energy (zero: lowest compared OMol25 entry of this formula, charge and spin) = 2.308 eV

The geometry in XYZ format:
```
18
Properties=species:S:1:pos:R:3:lowdin_charge:R:1
C -0.26 -0.54 2.66 -0.490
C -0.98 -1.55 3.50 0.044
C 0.23 -0.03 0.26 -0.292
N 0.29 -0.56 -0.90 0.196
N 0.63 1.22 0.56 0.192
N 0.85 0.82 -3.12 0.083
O 0.33 0.43 3.07 0.118
O -0.37 -0.93 1.35 0.070
H -1.20 -2.44 2.83 0.118
H -1.81 -1.11 3.93 0.066
H -0.29 -1.88 4.29 0.112
H -0.21 -1.43 -1.09 0.155
H 0.71 0.05 -1.85 0.106
H 0.42 1.96 -0.11 0.137
H 1.10 1.62 1.40 0.151
H -0.16 1.03 -3.06 0.091
H 0.99 0.13 -3.91 0.123
H 1.33 1.63 -3.23 0.019
```


5.
This record from the Open Molecules 2025 dataset describes a 9-piece molecular cluster, C30H84N6O9 overall in a non-equilibrium geometry. The level of theory is the ωB97M-V functional and the def2-TZVPD basis.

Results
HOMO = -9.18 eV
E_tot = -59830.8888 eV
Relative energy (zero: lowest compared OMol25 entry of this formula, charge and spin) = 6.611 eV
SMILES = COC[C@H](C)N.COC[C@H](C)N.COC[C@H](C)N.COC[C@H](C)N.COC[C@H](C)N.COC[C@H](C)N.CCO.CCO.CCO

The geometry in XYZ format:
```
129
Properties=species:S:1:pos:R:3:lowdin_charge:R:1
C -12.20 -20.24 -17.17 -0.123
C -12.20 -21.23 -16.07 -0.343
O -10.86 -21.35 -15.63 -0.075
H -11.38 -20.40 -17.87 0.083
H -11.95 -19.30 -16.68 0.073
H -13.19 -20.04 -17.57 0.079
H -12.47 -22.12 -16.64 0.104
H -12.97 -21.04 -15.32 0.118
H -10.42 -22.09 -16.05 0.083
C -1.32 -14.14 -21.33 -0.078
C -1.07 -13.68 -19.89 -0.351
O -1.51 -12.36 -19.82 -0.083
H -2.37 -14.37 -21.48 0.073
H -0.72 -15.05 -21.45 0.067
H -0.92 -13.41 -22.03 0.077
H 0.01 -13.66 -19.74 0.102
H -1.53 -14.25 -19.09 0.111
H -1.58 -12.14 -18.88 0.082
C -9.11 -19.07 -32.32 -0.106
C -8.47 -18.14 -31.32 -0.327
O -7.25 -17.57 -31.76 -0.073
H -9.55 -19.93 -31.82 0.071
H -8.43 -19.48 -33.06 0.074
H -9.88 -18.59 -32.92 0.068
H -8.19 -18.71 -30.44 0.110
H -9.29 -17.43 -31.19 0.108
H -6.60 -17.90 -31.13 0.076
C -2.08 -26.15 -24.20 -0.060
C -2.72 -26.32 -25.59 -0.409
C -3.77 -25.17 -25.73 -0.180
O -4.74 -25.40 -26.81 -0.220
C -5.80 -24.49 -27.10 -0.117
N -1.76 -26.24 -26.69 0.024
H -1.24 -26.82 -24.00 0.073
H -2.89 -26.41 -23.51 0.075
H -1.67 -25.14 -24.08 0.079
H -3.35 -27.20 -25.75 0.137
H -3.38 -24.21 -26.06 0.115
H -4.25 -24.93 -24.78 0.110
H -6.50 -24.82 -27.86 0.082
H -5.51 -23.45 -27.27 0.083
H -6.48 -24.60 -26.26 0.078
H -1.28 -25.36 -26.76 0.066
H -2.22 -26.25 -27.59 0.065
C -11.82 -18.17 -24.92 -0.063
C -12.57 -17.71 -23.71 -0.477
C -11.87 -16.75 -22.66 -0.228
O -10.54 -17.07 -22.34 -0.185
C -10.06 -16.06 -21.35 -0.060
N -13.82 -17.21 -24.19 0.025
H -12.23 -19.15 -25.18 0.075
H -10.83 -18.45 -24.58 0.073
H -11.91 -17.40 -25.69 0.085
H -12.80 -18.55 -23.05 0.125
H -12.53 -16.73 -21.80 0.122
H -11.83 -15.81 -23.21 0.121
H -10.35 -15.03 -21.57 0.083
H -8.98 -16.21 -21.29 0.082
H -10.42 -16.32 -20.36 0.078
H -14.40 -18.03 -24.14 0.077
H -14.29 -16.66 -23.48 0.068
C -2.58 -20.45 -19.39 -0.056
C -1.54 -21.58 -19.00 -0.427
C -0.07 -21.18 -19.34 -0.195
O -0.04 -20.84 -20.71 -0.202
C 1.23 -20.83 -21.42 -0.072
N -1.77 -21.82 -17.62 0.001
H -3.53 -20.41 -18.86 0.065
H -2.89 -20.70 -20.41 0.063
H -2.16 -19.45 -19.45 0.070
H -1.94 -22.47 -19.48 0.127
H 0.48 -22.08 -19.06 0.115
H 0.34 -20.39 -18.71 0.125
H 1.54 -21.85 -21.61 0.076
H 2.04 -20.38 -20.84 0.084
H 1.02 -20.41 -22.41 0.086
H -1.38 -22.75 -17.49 0.068
H -2.72 -21.95 -17.30 0.072
C -16.31 -13.76 -15.39 -0.066
C -16.55 -12.42 -16.07 -0.461
C -15.68 -12.30 -17.37 -0.148
O -14.27 -12.22 -16.97 -0.205
C -13.86 -10.90 -16.59 -0.108
N -17.94 -12.27 -16.42 0.031
H -15.24 -13.89 -15.21 0.080
H -16.67 -14.53 -16.08 0.078
H -16.87 -13.95 -14.48 0.074
H -16.20 -11.68 -15.35 0.117
H -15.97 -11.41 -17.92 0.110
H -15.83 -13.18 -17.99 0.122
H -14.38 -10.57 -15.69 0.069
H -14.20 -10.13 -17.29 0.078
H -12.78 -10.85 -16.43 0.088
H -18.22 -11.33 -16.64 0.072
H -18.58 -12.62 -15.72 0.070
C -21.13 -19.52 -23.58 -0.071
C -21.17 -19.98 -22.13 -0.445
C -19.84 -19.53 -21.38 -0.186
O -18.68 -20.23 -21.86 -0.188
C -18.67 -21.70 -21.65 -0.077
N -22.42 -19.50 -21.61 0.025
H -21.06 -18.44 -23.74 0.075
H -22.07 -19.77 -24.09 0.075
H -20.32 -19.88 -24.21 0.074
H -21.28 -21.06 -22.02 0.121
H -19.94 -19.70 -20.31 0.107
H -19.83 -18.44 -21.42 0.119
H -17.75 -22.05 -22.11 0.082
H -19.40 -22.29 -22.20 0.072
H -18.75 -22.04 -20.62 0.083
H -22.48 -18.50 -21.76 0.068
H -22.33 -19.51 -20.60 0.066
C -24.30 -18.30 -33.51 -0.075
C -23.13 -18.88 -32.75 -0.445
C -22.07 -17.74 -32.49 -0.193
O -21.00 -18.29 -31.75 -0.237
C -20.38 -17.69 -30.65 -0.089
N -23.55 -19.32 -31.46 0.033
H -25.03 -19.06 -33.77 0.080
H -23.84 -17.86 -34.40 0.077
H -24.83 -17.53 -32.95 0.078
H -22.72 -19.72 -33.32 0.141
H -22.64 -17.02 -31.91 0.114
H -21.72 -17.20 -33.37 0.118
H -21.30 -17.53 -30.09 0.082
H -19.92 -16.76 -31.00 0.090
H -19.72 -18.37 -30.11 0.093
H -23.88 -18.54 -30.92 0.070
H -22.68 -19.51 -30.98 0.062
```


6.
This record from the Open Molecules 2025 dataset describes C50H66AuNP2S2Si as an isolated structure in a non-equilibrium geometry. The level of theory is the ωB97M-V functional and the def2-TZVPD basis.

Results
HOMO (spin up / spin down) = -8.81 / -9.06 eV
Multiplicity = 2
Net charge = +1
E_tot = -106224.0610 eV
Relative energy (zero: lowest compared OMol25 entry of this formula, charge and spin) = 0.229 eV

The geometry in XYZ format:
```
123
Properties=species:S:1:pos:R:3:lowdin_charge:R:1
Au 0.21 0.30 0.29 0.677
C -2.34 -2.26 0.12 -0.184
Si -0.47 -1.97 0.29 0.579
C -0.17 -2.53 2.10 -0.263
C -0.56 -3.82 2.48 -0.096
C -0.67 -4.20 3.80 -0.060
C -0.42 -3.28 4.81 -0.059
C 0.00 -2.01 4.46 -0.088
C 0.14 -1.63 3.13 -0.376
P 0.79 0.02 2.70 1.043
C -0.21 1.30 3.61 -0.410
C -0.19 1.38 5.16 -0.193
C -1.59 1.41 5.77 -0.201
C -2.42 2.52 5.13 -0.184
C -2.53 2.33 3.60 -0.177
C -1.65 1.19 3.09 -0.247
C 2.60 0.08 3.17 -0.407
C 3.00 0.88 4.43 -0.188
C 3.22 -0.05 5.62 -0.191
C 4.43 -0.97 5.36 -0.184
C 4.59 -1.28 3.86 -0.187
C 3.22 -1.33 3.18 -0.214
C 0.27 -3.06 -1.10 -0.250
C 0.01 -4.43 -0.97 -0.088
C 0.42 -5.37 -1.91 -0.056
C 1.10 -4.95 -3.03 -0.058
C 1.36 -3.60 -3.21 -0.066
C 0.94 -2.66 -2.27 -0.294
P 1.27 -0.91 -2.65 0.956
C 2.66 -0.76 -3.89 -0.355
C 3.28 0.64 -3.80 -0.234
C 4.70 0.58 -4.37 -0.176
C 4.77 -0.31 -5.63 -0.188
C 3.40 -0.40 -6.30 -0.189
C 2.36 -1.06 -5.37 -0.178
C -0.21 -0.18 -3.43 -0.350
C -1.56 -0.66 -2.89 -0.228
C -2.69 -0.08 -3.74 -0.168
C -2.59 1.45 -3.89 -0.176
C -1.43 2.04 -3.08 -0.206
C -0.11 1.37 -3.44 -0.185
H -2.61 -3.20 0.61 0.035
H -2.64 -2.32 -0.92 0.019
H -2.90 -1.47 0.60 0.032
H -0.80 -4.56 1.72 0.079
H -0.98 -5.21 4.05 0.111
H -0.54 -3.55 5.85 0.112
H 0.23 -1.31 5.26 0.083
H 0.20 2.24 3.21 0.093
H 0.32 2.30 5.47 0.113
H 0.38 0.56 5.60 0.071
H -1.52 1.57 6.84 0.117
H -2.09 0.44 5.64 0.113
H -1.93 3.47 5.35 0.108
H -3.41 2.56 5.58 0.108
H -2.24 3.26 3.09 0.101
H -3.57 2.14 3.31 0.110
H -1.65 1.20 1.99 0.066
H -2.07 0.23 3.39 0.112
H 3.01 0.60 2.31 0.059
H 2.29 1.66 4.65 0.082
H 3.95 1.38 4.21 0.121
H 2.33 -0.67 5.77 0.089
H 3.37 0.52 6.53 0.115
H 4.30 -1.90 5.91 0.110
H 5.34 -0.51 5.73 0.109
H 5.10 -2.23 3.72 0.112
H 5.20 -0.51 3.37 0.114
H 2.58 -2.04 3.72 0.103
H 3.30 -1.70 2.15 0.076
H -0.54 -4.79 -0.11 0.077
H 0.19 -6.42 -1.76 0.113
H 1.44 -5.67 -3.77 0.112
H 1.88 -3.28 -4.09 0.079
H 3.39 -1.48 -3.51 0.122
H 3.32 1.02 -2.78 0.048
H 2.67 1.34 -4.38 0.107
H 5.37 0.18 -3.61 0.114
H 5.04 1.59 -4.60 0.107
H 5.10 -1.32 -5.36 0.114
H 5.50 0.08 -6.34 0.110
H 3.46 -0.97 -7.23 0.114
H 3.08 0.61 -6.57 0.113
H 2.35 -2.13 -5.56 0.097
H 1.37 -0.68 -5.66 0.098
H -0.15 -0.56 -4.45 0.107
H -1.67 -0.36 -1.85 0.062
H -1.60 -1.75 -2.91 0.108
H -3.65 -0.36 -3.28 0.110
H -2.67 -0.56 -4.72 0.112
H -3.52 1.93 -3.58 0.108
H -2.45 1.71 -4.94 0.112
H -1.62 1.91 -2.01 0.095
H -1.35 3.11 -3.27 0.106
H 0.65 1.69 -2.73 0.060
H 0.22 1.71 -4.43 0.120
N 0.47 2.50 -0.12 -0.423
S 1.88 3.18 -0.30 1.016
C 1.86 4.18 -1.80 -0.392
C 2.93 4.05 -2.67 -0.090
C 2.94 4.79 -3.85 -0.060
C 1.88 5.64 -4.14 -0.060
C 0.81 5.75 -3.26 -0.059
C 0.79 5.02 -2.08 -0.077
C 2.04 4.53 0.89 -0.381
C 3.24 5.22 0.96 -0.077
C 3.38 6.24 1.89 -0.062
C 2.33 6.54 2.76 -0.066
C 1.14 5.83 2.69 -0.064
C 0.99 4.81 1.75 -0.092
H -0.32 3.13 -0.22 0.008
H 3.75 3.38 -2.44 0.108
H 3.77 4.70 -4.54 0.112
H 1.88 6.22 -5.05 0.112
H -0.02 6.41 -3.48 0.113
H -0.04 5.11 -1.39 0.115
H 4.05 4.98 0.29 0.115
H 4.30 6.79 1.95 0.113
H 2.44 7.33 3.49 0.111
H 0.33 6.05 3.37 0.110
H 0.08 4.23 1.71 0.086
S 3.19 -0.42 -0.44 0.617
C 1.79 -0.08 -1.22 -1.036
```